Entry 1:
Density functional theory data (the ωB97M-V functional and the def2-TZVPD basis) for a structure of composition C21H38BClNO3.

The value obtained for the HOMO-LUMO gap is 5.930 eV. The calculation puts the LUMO energy at 2.8 eV. As for the total charge: -1.

Each line ends with the natural charge from an NBO analysis.
Element x y z (Å)
1 C -0.0059 3.3525 1.2813  -0.664
2 C 1.5608 3.2442 1.5504  -0.060
3 O 2.1338 2.3521 0.5806  -0.551
4 C 2.7052 3.0810 -0.5221  -0.060
5 C 2.2406 2.4870 -1.9304  -0.415
6 C 2.8239 1.0584 -2.3573  -0.399
7 C 2.0239 -0.2314 -1.8085  -0.430
8 C 0.9837 -0.7946 -2.8944  -0.851
9 B 0.1996 -2.0697 -2.3516  1.081
10 C -0.9587 -2.0410 -1.2490  -0.852
11 C -1.8431 -0.7344 -1.2393  -0.415
12 C -3.1328 -0.9951 -0.3260  -0.220
13 N -2.9181 -0.5253 1.0747  -0.632
14 C -3.3141 0.8909 1.1429  -0.227
15 C -2.8356 1.6733 2.3952  -0.058
16 C -3.2581 3.0879 2.4888  -0.198
17 C -2.8775 3.9811 3.5632  -0.256
18 C -2.0252 3.4799 4.6392  -0.228
19 C -1.6215 2.0809 4.5814  -0.272
20 C -2.0173 1.1788 3.4887  0.311
21 O -1.6051 -0.1421 3.5069  -0.698
22 C 0.6343 -3.5388 -2.9270  -0.806
23 C 2.1350 -3.9260 -2.5977  -0.405
24 C 2.2479 -4.8883 -1.3405  -0.056
25 O 1.8765 -4.2340 -0.1237  -0.543
26 C 0.7092 -4.7967 0.4730  -0.254
27 H -0.5641 3.7024 2.1869  0.207
28 H -0.3579 2.3152 1.0177  0.250
29 H -0.1363 4.0514 0.4090  0.182
30 H 1.6484 2.7671 2.5710  0.190
31 H 2.0512 4.2577 1.5775  0.152
32 H 3.8366 3.1053 -0.4640  0.157
33 H 2.3587 4.1616 -0.5147  0.152
34 H 1.1138 2.4379 -1.9565  0.205
35 H 2.6044 3.2236 -2.7076  0.182
36 H 2.7644 1.0117 -3.4854  0.177
37 H 3.9233 0.9788 -2.1082  0.190
38 H 1.4612 -0.0061 -0.8060  0.267
39 H 2.8162 -1.0273 -1.6748  0.174
40 H 1.6050 -1.0618 -3.8108  0.185
41 H 0.3030 0.0402 -3.2447  0.220
42 H -0.4799 -2.1829 -0.2417  0.278
43 H -1.6572 -2.9017 -1.4861  0.199
44 H -1.2953 0.1979 -0.9471  0.233
45 H -2.2430 -0.5790 -2.2853  0.181
46 H -4.0205 -0.4951 -0.8030  0.177
47 H -3.2554 -2.1133 -0.2646  0.189
48 H -1.9007 -0.5592 1.2009  0.384
49 H -2.8844 1.4250 0.2346  0.179
50 H -4.4334 1.0268 1.0582  0.190
51 H -3.9109 3.4998 1.6744  0.207
52 H -3.2274 5.0413 3.5292  0.210
53 H -1.7288 4.1660 5.4682  0.213
54 H -0.9895 1.7217 5.4351  0.216
55 H -0.6430 -0.2147 3.6553  0.505
56 H -0.0194 -4.3182 -2.4296  0.194
57 H 0.4545 -3.6338 -4.0306  0.228
58 H 2.8139 -3.0531 -2.4293  0.221
59 H 2.5787 -4.5228 -3.4520  0.189
60 H 1.6889 -5.8486 -1.5201  0.159
61 H 3.3354 -5.1744 -1.2347  0.169
62 H 0.6375 -5.9163 0.3858  0.155
63 H -0.2082 -4.3683 -0.0119  0.176
64 H 0.6434 -4.5201 1.5645  0.197
65 Cl 1.4555 0.3341 0.8419  -0.784

=====

Entry 2:
Density functional theory data (the ωB97M-V functional and the def2-TZVPD basis) for a cluster of 7 separate species, C21H38Br4O15 in total.

As for the SMILES: C[C@H]1COC(=O)O1.C[C@H]1COC(=O)O1.COC(=O)OC.COC(=O)OC.COC(=O)OC.BrCCBr.BrCCBr. The value obtained for the HOMO-LUMO gap is 10.500 eV. The calculation puts the LUMO energy at 0.3 eV.

Each line ends with the Löwdin charge.
Element x y z (Å)
1 C 0.5423 -1.4273 -6.3768  -0.023
2 C 1.6431 -1.1139 -5.4117  -0.291
3 C 1.3802 0.0608 -4.4687  -0.076
4 O 1.5741 -0.4668 -3.1551  0.054
5 C 1.6754 -1.8138 -3.2121  -0.565
6 O 1.7430 -2.5006 -2.2472  0.165
7 O 1.6667 -2.2201 -4.4779  0.092
8 H -0.4050 -1.5359 -5.8481  0.081
9 H 0.7258 -2.3636 -6.9021  0.093
10 H 0.4339 -0.6394 -7.1263  0.095
11 H 2.6246 -1.0240 -5.8801  0.156
12 H 0.3329 0.3651 -4.5384  0.133
13 H 2.0243 0.9251 -4.6051  0.133
14 C -2.1384 0.7016 6.4825  -0.040
15 C -3.3967 0.3397 5.6968  -0.314
16 C -3.5437 -1.1394 5.3510  -0.114
17 O -4.9323 -1.3797 5.6653  0.063
18 C -5.3133 -0.4901 6.6095  -0.575
19 O -6.2357 -0.5818 7.3429  0.175
20 O -4.4581 0.5455 6.6159  0.081
21 H -2.1989 1.7012 6.9104  0.087
22 H -1.1998 0.6854 5.9204  0.046
23 H -1.9823 -0.0078 7.2970  0.079
24 H -3.5119 0.9076 4.7720  0.155
25 H -2.9483 -1.8579 5.9207  0.124
26 H -3.3244 -1.3807 4.3137  0.078
27 C 3.5956 2.1852 -1.4080  -0.075
28 O 4.4391 1.3177 -2.1345  0.007
29 C 5.1155 1.8852 -3.1391  -0.640
30 O 5.1259 3.0579 -3.3759  0.140
31 O 5.6909 0.9250 -3.8125  0.015
32 C 6.5870 1.2008 -4.8587  -0.047
33 H 3.0411 1.6751 -0.6280  0.019
34 H 2.9417 2.7161 -2.1072  0.098
35 H 4.0943 3.0286 -0.9146  0.100
36 H 6.9730 0.2831 -5.2943  0.093
37 H 7.4699 1.7245 -4.4802  0.102
38 H 6.1578 1.8186 -5.6479  0.098
39 C -2.6686 -2.0074 -3.2489  -0.057
40 O -1.9991 -2.3329 -2.0583  -0.006
41 C -1.5398 -3.5857 -1.9531  -0.620
42 O -1.8749 -4.4989 -2.6455  0.147
43 O -0.6227 -3.5994 -1.0130  -0.021
44 C 0.0962 -4.7780 -0.7243  -0.033
45 H -2.2806 -2.4779 -4.1556  0.091
46 H -2.6053 -0.9259 -3.3677  0.095
47 H -3.7245 -2.2930 -3.2086  0.100
48 H 1.1531 -4.4935 -0.6919  0.088
49 H 0.0285 -5.4882 -1.5445  0.102
50 H -0.0604 -5.1645 0.2818  0.093
51 C -2.5285 8.3658 -1.1392  -0.043
52 O -2.4396 6.9578 -1.3168  0.011
53 C -1.9152 6.2795 -0.3076  -0.632
54 O -1.5253 6.7568 0.7285  0.118
55 O -1.9004 4.9995 -0.6207  0.018
56 C -1.3257 4.1025 0.3195  -0.069
57 H -3.1398 8.7097 -1.9677  0.093
58 H -1.5476 8.8274 -1.2681  0.098
59 H -2.9049 8.6757 -0.1690  0.096
60 H -0.2796 3.9066 0.1056  0.057
61 H -1.9094 3.1872 0.3189  0.078
62 H -1.3822 4.4873 1.3375  0.095
63 Br 0.5502 -1.9547 6.3839  0.641
64 C 1.2791 -3.3592 5.2800  -0.729
65 C 0.4150 -4.6154 5.4124  -0.698
66 Br 1.1738 -5.9902 4.2507  0.620
67 H 2.3347 -3.5262 5.4675  0.058
68 H 1.2049 -3.0019 4.2529  0.010
69 H -0.6329 -4.3570 5.2860  0.055
70 H 0.5024 -4.9735 6.4371  0.050
71 Br 0.5359 1.0449 0.3459  0.743
72 C -0.2150 -0.7492 0.3626  -0.661
73 C 0.2514 -1.4388 1.6299  -0.696
74 Br -0.7177 -0.9072 3.2164  0.703
75 H 0.1367 -1.3133 -0.4995  0.037
76 H -1.3035 -0.7617 0.3563  0.062
77 H 1.3294 -1.3069 1.6951  0.063
78 H 0.0422 -2.5073 1.5834  0.046

=====

Entry 3:
Density functional theory data (the ωB97M-V functional and the def2-TZVPD basis) for a cluster of 5 separate species, C21H38I2O16S in total.

As for the SMILES: C/C(I)=C(\I)[C@H]1COS(=O)(=O)O1.CCOC(=O)OC.CCOC(=O)OC.CCOC(=O)OC.CCOC(=O)OC. The value obtained for the HOMO-LUMO gap is 8.954 eV. The calculation puts the LUMO energy at -0.6 eV.

Each line ends with the Löwdin charge.
Element x y z (Å)
1 C 3.5303 -2.5933 -3.9447  -0.195
2 C 3.8850 -1.1190 -4.0445  -0.756
3 I 4.1443 -0.1536 -2.1577  0.987
4 C 4.0199 -0.4731 -5.1666  -0.692
5 I 3.6849 -1.4690 -7.0245  0.944
6 C 4.4158 0.9785 -5.2605  -0.454
7 C 3.3589 2.0572 -5.1440  -0.091
8 O 4.1779 3.2801 -5.0665  -0.214
9 S 5.5999 2.9703 -4.3991  0.584
10 O 5.7127 3.4671 -3.0846  -0.226
11 O 6.7174 3.3692 -5.1682  -0.216
12 O 5.5986 1.3526 -4.5477  -0.214
13 H 3.9648 -2.9514 -3.0095  0.048
14 H 4.0354 -3.1382 -4.7446  0.030
15 H 2.4512 -2.7437 -3.9867  0.089
16 H 4.7483 1.0792 -6.3078  0.115
17 H 2.7511 2.1013 -4.2359  0.116
18 H 2.7511 2.2394 -6.0279  0.150
19 C 5.0471 4.7119 -0.2617  -0.065
20 C 3.9090 5.3414 0.5140  -0.205
21 O 2.9669 4.3544 0.9624  0.039
22 C 3.3440 3.6371 2.0195  -0.608
23 O 4.3778 3.7483 2.6263  0.124
24 O 2.3766 2.7507 2.2826  0.002
25 C 2.6868 1.8477 3.3438  -0.040
26 H 4.6627 4.1024 -1.0770  0.051
27 H 5.7035 5.4788 -0.6732  0.087
28 H 5.6429 4.0571 0.3741  0.080
29 H 3.3532 6.0169 -0.1354  0.118
30 H 4.2723 5.9299 1.3574  0.123
31 H 2.9775 2.3818 4.2465  0.096
32 H 3.4779 1.1651 3.0349  0.099
33 H 1.7911 1.2692 3.5571  0.083
34 C -2.2319 0.9252 3.0894  -0.064
35 C -1.8554 0.5888 4.5176  -0.213
36 O -2.6729 -0.4696 5.0354  0.036
37 C -2.3571 -1.6965 4.6158  -0.608
38 O -1.4592 -1.9824 3.8659  0.121
39 O -3.2240 -2.5540 5.1591  0.006
40 C -3.0609 -3.9061 4.7227  -0.037
41 H -3.2985 1.1443 3.0181  0.082
42 H -1.6683 1.7882 2.7333  0.080
43 H -2.0319 0.0888 2.4203  0.074
44 H -2.0335 1.4555 5.1525  0.122
45 H -0.7989 0.3332 4.6066  0.116
46 H -2.0375 -4.2467 4.8682  0.096
47 H -3.3482 -3.9974 3.6762  0.101
48 H -3.7226 -4.5263 5.3216  0.089
49 C -3.1395 5.4147 -3.2220  -0.066
50 C -2.5965 4.3151 -4.1107  -0.212
51 O -1.3331 4.6771 -4.6868  0.036
52 C -0.2836 4.5920 -3.8676  -0.606
53 O -0.3045 4.2357 -2.7184  0.128
54 O 0.8003 4.9890 -4.5425  0.009
55 C 1.9939 5.0361 -3.7557  -0.036
56 H -3.1850 6.3584 -3.7680  0.082
57 H -4.1386 5.1617 -2.8667  0.080
58 H -2.4979 5.5744 -2.3560  0.075
59 H -3.2743 4.1524 -4.9474  0.121
60 H -2.5114 3.3701 -3.5732  0.123
61 H 2.1734 4.0863 -3.2553  0.086
62 H 1.9306 5.8429 -3.0263  0.103
63 H 2.8203 5.2383 -4.4285  0.089
64 C -4.6883 -9.9511 2.4389  -0.066
65 C -4.0085 -9.1064 3.4963  -0.212
66 O -4.4585 -7.7443 3.4540  0.032
67 C -5.6608 -7.5195 3.9874  -0.609
68 O -6.3790 -8.3401 4.4961  0.126
69 O -5.9404 -6.2210 3.8382  -0.006
70 C -7.2474 -5.8523 4.2846  -0.038
71 H -4.5632 -9.5008 1.4528  0.082
72 H -4.2695 -10.9575 2.4251  0.080
73 H -5.7592 -10.0279 2.6242  0.074
74 H -2.9364 -9.0762 3.3071  0.122
75 H -4.1504 -9.5218 4.4944  0.124
76 H -7.4178 -6.1719 5.3107  0.096
77 H -8.0020 -6.2766 3.6234  0.099
78 H -7.3086 -4.7680 4.2389  0.093

=====

| no. | F_max (Eh/bohr) |
| --- | --- |
| 1 | 0.125 |
| 2 | 0.036 |
| 3 | 0.061 |